Run A
Below is the ion C6H15N3 with charge +2, with properties calculated with ωB97M-V with the def2-TZVPD basis set.

Properties
structure (SMILES) = C=C=[N+](C)C[N@H+](C)NC
charge = +2
highest occupied orbital energy = -18.3 eV
HOMO-LUMO gap = 10.0 eV

Cartesian coordinates (Å):
C (0.275, -0.228, -1.184)
H (-0.653, 0.103, 2.578)
H (2.817, -0.639, -0.277)
H (-1.878, -1.704, -1.436)
H (3.333, 0.954, -0.395)
H (0.725, -1.143, -1.740)
H (-0.685, -2.846, -0.619)
H (-1.836, 0.776, 0.182)
C (-1.506, -0.073, 1.999)
C (0.970, 1.963, -0.911)
H (-0.496, 0.280, -1.897)
H (2.215, 0.391, 0.963)
H (-2.045, -2.345, 0.388)
C (2.475, 0.337, -0.127)
C (1.175, 3.248, -0.907)
H (-2.226, 0.730, 2.258)
H (1.231, 3.782, -1.830)
H (-1.891, -1.011, 2.256)
H (0.207, -1.233, 0.726)
H (0.841, 3.886, -0.108)
N (-1.059, 0.265, 0.667)
N (-0.475, -0.852, -0.019)
N (1.302, 0.738, -0.814)
C (-1.399, -2.040, -0.529)

***

Run B
Below is the ion C6H15N3 with charge +2, with properties calculated with ωB97M-V with the def2-TZVPD basis set.

Properties
charge = +2
highest occupied orbital energy = -18.8 eV
HOMO-LUMO gap = 10.9 eV

Cartesian coordinates (Å):
H (0.623, -1.665, -1.716)
C (0.731, -1.430, -0.595)
H (-1.482, 0.557, -1.130)
H (1.059, -2.316, -0.040)
H (-2.607, 1.514, 0.864)
H (3.202, 1.614, 1.553)
N (1.463, -0.334, -0.055)
C (-1.991, 0.590, 0.957)
N (-0.744, -1.276, -0.292)
H (2.478, -0.569, 0.143)
C (-1.097, 0.129, -0.137)
H (-0.908, -1.732, 0.556)
H (-1.660, -3.055, -1.475)
C (0.869, 0.830, 0.189)
H (-1.324, -1.632, -2.304)
H (3.368, 1.778, -0.083)
H (-2.691, -0.188, 1.077)
H (0.908, 2.826, 0.809)
N (1.393, 1.877, 0.630)
C (-1.635, -1.920, -1.386)
C (2.861, 2.147, 0.741)
H (-2.607, -1.493, -1.337)
H (3.138, 3.162, 0.819)
H (-1.506, 0.560, 1.922)

***

Which one sits at the top of the stability order? run B does.

***

Run A
Below is a cluster of 3 separate species, C6H14N2O in total, with properties calculated with ωB97M-V with the def2-TZVPD basis set.

Properties
structure (SMILES) = C=C(C)C.CN=C=O.N
charge = 0
highest occupied orbital energy = -9.0 eV
HOMO-LUMO gap = 9.6 eV

Cartesian coordinates (Å):
C (0.527, 1.398, -1.415)
C (2.217, -0.388, -1.762)
N (-0.559, -1.522, -0.860)
H (-2.303, 1.724, 2.080)
H (-0.901, -2.442, -1.115)
H (-3.475, 0.785, 1.121)
C (-2.417, 0.908, 1.363)
C (1.625, 0.377, 0.572)
H (3.267, -0.223, -1.518)
H (1.027, 1.084, 1.139)
H (2.676, 0.580, 0.765)
H (-0.934, -1.287, 0.053)
H (2.062, -0.180, -2.813)
H (0.006, 2.101, -0.782)
H (-1.865, 1.149, 0.454)
H (1.987, -1.437, -1.581)
N (-1.889, -0.305, 1.875)
C (-1.784, -1.024, 2.815)
H (-0.897, -0.820, -1.535)
H (0.456, 1.548, -2.482)
H (1.406, -0.629, 0.929)
C (1.329, 0.455, -0.896)
O (-1.560, -1.852, 3.596)

***

Run B
Below is a structure of composition C6H14N2O, with properties calculated with ωB97M-V with the def2-TZVPD basis set.

Properties
charge = 0
highest occupied orbital energy (alpha / beta) = -8.1 / -8.0 eV
HOMO-LUMO gap (alpha / beta) = 7.4 / 7.2 eV

Cartesian coordinates (Å):
H (2.829, 1.696, 0.335)
H (-1.611, 0.466, 0.887)
H (-0.307, 2.553, -0.631)
H (0.168, -2.057, -1.336)
H (-2.362, -1.649, -1.207)
C (-2.248, 0.064, 0.098)
H (2.297, 0.968, 1.807)
O (-0.224, -0.226, -2.083)
H (1.440, 2.520, -1.097)
H (0.306, 1.132, -1.447)
C (-0.340, -1.094, -1.162)
C (0.595, 1.942, -0.707)
H (-1.597, -1.997, 0.335)
H (-0.091, -1.434, 1.968)
C (0.853, -1.467, 1.433)
C (1.014, -0.842, 0.269)
C (-1.681, -1.242, -0.450)
H (1.640, -2.059, 1.896)
N (0.842, 1.328, 0.547)
H (-2.311, 0.809, -0.697)
H (-3.251, -0.084, 0.504)
N (2.065, 1.509, 0.985)
H (1.974, -0.837, -0.249)

***

Which one sits at the top of the stability order? run A does.

***

Run A
Below is a cluster of 2 separate species, C6H14N2O in total, with properties calculated with ωB97M-V with the def2-TZVPD basis set.

Properties
structure (SMILES) = C/C(N)=C\N.C=C(C)O
charge = 0
highest occupied orbital energy (alpha / beta) = -6.4 / -6.4 eV
HOMO-LUMO gap (alpha / beta) = 7.1 / 7.1 eV

Cartesian coordinates (Å):
H (-0.950, -2.430, -0.235)
H (-1.063, -0.611, 1.480)
H (2.712, 0.395, 1.542)
H (-2.557, 1.036, -1.714)
H (1.597, -1.925, -1.272)
H (-1.063, 0.258, -2.190)
C (1.684, 0.041, 1.593)
H (1.722, 0.492, -1.481)
H (-2.030, -1.837, -1.115)
H (2.510, -2.157, 0.306)
H (1.093, 0.912, 1.887)
C (1.786, -1.594, -0.260)
C (-1.174, 0.769, -0.104)
N (-1.562, -1.617, -0.245)
O (1.289, 0.794, -0.670)
H (-1.162, 1.640, 1.738)
C (-1.478, 1.027, -1.543)
H (1.614, -0.739, 2.351)
N (-1.148, 1.823, 0.746)
C (1.188, -0.463, 0.250)
C (-0.883, -0.540, 0.406)
H (-1.111, 2.758, 0.367)
H (-1.014, 1.969, -1.837)

***

Run B
Below is a cluster of 2 separate species, C6H14N2O in total, with properties calculated with ωB97M-V with the def2-TZVPD basis set.

Properties
charge = 0
highest occupied orbital energy (alpha / beta) = -7.5 / -7.0 eV
HOMO-LUMO gap (alpha / beta) = 8.1 / 7.8 eV

Cartesian coordinates (Å):
H (-0.415, -2.192, -0.652)
C (-0.453, -1.434, -1.439)
H (0.871, -0.970, 1.378)
H (1.266, 2.343, 0.820)
C (0.784, 0.521, -0.181)
N (-0.476, -0.108, -0.843)
N (-2.488, -0.313, -0.004)
H (-0.358, 2.329, 0.129)
C (1.533, -0.520, 0.636)
C (0.370, 1.726, 0.676)
H (1.935, -1.312, 0.004)
H (1.101, 1.830, -1.921)
H (0.394, -1.568, -2.111)
H (-1.586, -1.028, 1.728)
H (-1.363, -1.583, -2.014)
O (-0.227, 1.409, 1.920)
H (-1.162, 0.564, -1.148)
C (-2.497, -0.804, 1.138)
H (1.983, 0.206, -2.004)
H (0.452, 1.085, 2.520)
C (1.403, 0.914, -1.433)
H (-3.442, -1.043, 1.656)
H (2.376, -0.050, 1.145)

***

Run C
Below is a cluster of 2 separate species, C6H14N2O in total, with properties calculated with ωB97M-V with the def2-TZVPD basis set.

Properties
charge = 0
highest occupied orbital energy (alpha / beta) = -8.4 / -8.4 eV
HOMO-LUMO gap (alpha / beta) = 7.9 / 7.9 eV

Cartesian coordinates (Å):
H (2.079, -1.325, 0.883)
H (-0.272, 0.972, 2.193)
C (0.676, 0.598, 1.813)
H (-1.170, -1.435, 1.669)
C (0.152, 0.537, -1.946)
H (1.502, -1.353, -0.778)
H (-1.857, 1.351, 0.820)
C (-0.124, 0.965, -0.502)
H (2.505, 0.005, -0.210)
N (0.502, -0.015, 0.498)
C (1.714, -0.701, 0.067)
H (-1.721, -0.415, 0.125)
H (1.204, 0.682, -2.186)
H (-2.279, 1.269, -0.955)
H (-0.123, -0.503, -2.140)
O (-0.020, 2.275, -0.263)
N (-1.000, -2.501, -0.081)
H (1.366, 1.445, 1.762)
C (-1.136, -1.451, 0.583)
H (-1.036, -2.436, -1.095)
C (-1.579, 1.005, -0.167)
H (1.051, -0.152, 2.511)
H (-0.435, 1.180, -2.600)

***

Run D
Below is a cluster of 2 separate species, C6H14N2O in total, with properties calculated with ωB97M-V with the def2-TZVPD basis set.

Properties
structure (SMILES) = CN(C)C=O.CC(C)=N
charge = 0
highest occupied orbital energy = -8.0 eV
HOMO-LUMO gap = 8.8 eV

Cartesian coordinates (Å):
H (3.413, 0.962, 0.017)
C (-1.778, -0.364, 1.586)
C (1.316, 0.482, -1.496)
H (2.168, 2.083, 0.547)
H (-2.467, 1.616, -0.293)
H (-2.396, 0.519, -1.711)
H (0.993, 1.516, -1.634)
H (1.741, -1.260, 1.372)
N (-1.106, -1.322, -0.521)
H (-0.790, -2.236, -0.811)
H (-0.993, -0.955, 2.054)
H (0.613, -0.235, -1.914)
H (-3.551, 0.244, -0.438)
H (-1.870, 0.633, 2.014)
C (1.381, -1.178, 0.330)
C (2.460, 1.030, 0.553)
O (1.331, -2.181, -0.350)
H (-2.708, -0.907, 1.769)
C (-1.548, -0.286, 0.097)
C (-2.533, 0.584, -0.635)
H (2.248, 0.329, -2.044)
N (1.435, 0.212, -0.073)
H (2.641, 0.713, 1.579)

***

Which one sits at the top of the stability order? run D does.